1.
DFT (wB97M-V/def2-TZVPD) results for C34H38Cl3N7O5V as an isolated structure in a non-equilibrium geometry.

XYZ file:
```
88
Properties=species:S:1:pos:R:3:lowdin_charge:R:1
C -0.106 0.355 -5.745 -0.098
N -4.115 3.038 -1.007 0.060
H 1.990 2.718 1.576 0.092
C 4.850 3.736 3.813 -0.071
C 1.550 -5.919 -0.689 -0.089
C -2.883 2.530 3.997 -0.084
H -1.373 -0.887 0.048 0.130
H 4.116 1.880 4.843 0.094
H -7.179 4.469 -1.240 0.096
Cl 3.577 -0.670 1.528 0.543
C 1.618 -1.473 -4.699 -0.001
C -0.876 0.992 0.803 -0.060
H -5.876 4.769 3.133 0.093
O 1.215 2.407 -2.134 -0.107
O -1.428 3.284 -2.253 -0.275
H -1.889 1.224 1.131 0.051
N 3.075 2.201 3.154 0.019
H -2.022 1.925 4.242 0.090
C 4.592 -0.191 0.176 -1.419
H 0.696 -5.982 -0.031 0.089
C -0.858 -3.792 2.135 -0.055
C 0.529 -0.535 -0.395 -0.120
C 0.859 -5.731 3.001 -0.165
C -4.577 1.777 -0.822 -0.132
H -3.761 1.070 -0.859 0.084
V -0.832 2.112 -3.150 1.142
C -4.950 2.771 2.838 -0.102
O 3.197 2.925 -1.487 0.034
H 1.470 -0.275 -2.965 0.060
O -1.271 0.479 -1.584 -0.227
H -3.742 1.053 2.564 0.089
C -6.385 3.797 -0.949 -0.080
H 1.226 0.100 -0.942 0.017
H 5.578 3.985 4.572 0.091
C -4.052 4.587 4.138 -0.166
C 3.320 -4.667 -1.846 -0.049
H -6.341 0.460 -0.772 0.099
H 0.793 -2.400 2.430 0.083
H -2.309 -5.428 2.315 0.092
Cl 6.292 -0.811 0.357 0.496
C -3.847 1.986 3.098 -0.085
C 1.367 -4.439 2.835 -0.070
H -0.396 1.941 0.567 0.090
H -7.909 2.328 -0.725 0.103
H -5.748 2.440 2.189 0.088
N -2.971 3.865 4.486 0.050
C -1.279 -5.125 2.431 -0.137
C 2.190 -4.749 -0.925 -0.081
N -0.427 -6.107 2.836 0.043
C 0.429 -0.612 -6.612 -0.045
C 0.457 -3.423 2.506 -0.076
H 1.449 -6.591 3.281 0.099
H -4.168 5.627 4.408 0.094
C 4.045 2.570 4.015 -0.135
N 3.177 -7.120 -2.073 0.047
H 1.672 -3.839 -0.657 0.083
H -4.661 5.033 -1.381 0.101
H 0.898 -0.762 0.605 0.032
C -5.012 4.036 -1.160 -0.123
C -5.107 4.051 3.376 -0.073
C 4.700 4.516 2.680 -0.093
C 3.687 -5.906 -2.435 -0.159
C 1.082 -0.369 -3.969 -0.099
H 5.407 5.288 2.415 0.106
C -0.885 0.022 -0.306 -0.544
H -0.371 0.640 1.703 0.083
N 0.232 0.582 -4.416 -0.027
C 2.090 -7.116 -1.237 -0.114
C 2.893 3.014 2.090 -0.141
H 3.837 -3.778 -2.176 0.058
H 0.481 -1.438 -1.004 0.068
H -1.484 -3.002 1.747 0.083
O 2.538 2.899 -3.482 0.007
H 1.577 -2.412 -6.708 0.111
C -6.845 2.511 -0.728 -0.104
H 0.073 -0.705 -7.627 0.107
H 2.126 -2.278 -4.188 0.100
N 2.374 2.642 -2.332 -0.657
H 4.628 -5.802 -2.955 0.090
C -5.941 1.463 -0.799 -0.073
H 4.652 0.898 0.166 0.015
H -0.851 1.055 -6.095 0.100
H 3.430 4.815 1.002 0.100
H 1.565 -8.023 -0.976 0.096
C 1.287 -1.588 -6.073 -0.028
H 2.419 -4.198 2.818 0.101
Cl 3.747 -0.885 -1.269 0.531
C 3.675 4.163 1.828 -0.067
```

Multiplicity: 2
E_HOMO (alpha / beta), eV: -8.77 / -8.90
Net charge: 0


2.
DFT (wB97M-V/def2-TZVPD) results for a single C3H3N3O2 molecule in a non-equilibrium geometry.

XYZ file:
```
11
Properties=species:S:1:pos:R:3:lowdin_charge:R:1
N 0.617 -0.155 1.382 0.135
N 1.909 0.670 -0.277 0.171
O -1.431 -1.218 0.908 -0.001
C -0.465 0.092 -0.817 -0.371
O -0.434 0.424 -2.130 0.052
H 1.767 0.861 -1.262 0.029
N -1.524 -0.372 -0.292 0.175
H -0.495 -1.118 2.685 0.107
H -0.313 1.512 -1.983 0.228
C 0.782 0.101 0.065 -0.368
C -0.412 -0.795 1.722 -0.157
```

Multiplicity: 1
E_HOMO, eV: -10.16
SMILES string: [H]/N=c1/nconc1O
Net charge: 0
Energy above the lowest of the compared OMol25 structures with the same formula, charge and spin, kJ/mol: 473.73


3.
DFT (wB97M-V/def2-TZVPD) results for a 2-piece molecular cluster, C29H25O6 overall in a non-equilibrium geometry.

XYZ file:
```
60
Properties=species:S:1:pos:R:3:lowdin_charge:R:1
H -2.602 -0.552 -1.166 0.123
H -4.621 -2.015 -1.413 0.103
C -1.565 -1.942 0.125 -0.172
H 3.420 2.267 -0.472 0.061
H -2.131 2.976 -2.561 0.097
C 4.659 -2.096 0.096 -0.002
C -4.230 3.227 -2.114 -0.125
H 1.529 3.577 -2.476 0.124
O 0.316 2.313 1.553 -0.017
C -4.969 2.398 0.044 -0.124
C 5.435 -3.253 -0.050 -0.072
C 2.212 -1.164 0.160 -0.264
O -1.519 1.094 2.005 0.023
H -0.288 -0.187 -0.145 0.107
C -2.922 2.848 -1.821 -0.042
H 3.003 3.985 -0.597 0.078
C -0.226 1.916 -1.277 -0.501
O 0.990 2.338 -0.898 -0.046
H 5.101 -1.109 0.227 0.119
C 0.913 -1.890 0.038 -0.039
H 2.498 2.227 4.035 0.069
C 3.175 3.069 -1.174 -0.083
C -1.700 -3.108 0.931 -0.034
C -3.863 -3.548 -0.068 -0.088
C -0.295 -1.261 0.029 0.103
H 0.402 1.146 3.256 0.117
H 2.929 -5.595 -0.330 0.119
H 2.651 1.712 2.342 0.064
C -2.828 -3.910 0.814 -0.086
O 2.360 0.045 0.324 0.104
H 6.521 -3.175 -0.052 0.098
C 2.679 -3.478 -0.092 -0.096
H 0.089 2.898 3.523 0.125
H -3.425 1.535 1.294 0.089
H 4.032 3.239 -1.829 0.067
C 1.934 2.706 -1.941 -0.212
C 1.196 -3.348 -0.176 -0.284
H -4.444 3.690 -3.081 0.086
H -6.297 3.224 -1.459 0.074
H 2.392 3.425 2.731 0.076
H 5.446 -5.410 -0.305 0.098
C 3.437 -4.637 -0.218 -0.005
H -2.882 -4.836 1.393 0.099
C -5.265 2.980 -1.198 -0.154
C 3.271 -2.216 0.065 -0.084
H -5.763 2.206 0.769 0.087
C -3.802 -2.327 -0.760 -0.074
C 4.829 -4.519 -0.199 -0.072
C -0.856 1.759 1.207 -0.473
C -2.677 -1.511 -0.639 0.012
O -0.454 1.481 -2.406 0.029
C 0.666 2.162 2.948 -0.225
H 2.083 1.854 -2.616 0.119
C 2.140 2.401 3.020 -0.080
C -2.589 2.262 -0.555 -0.185
H -4.718 -4.217 -0.202 0.095
C -3.663 2.031 0.356 -0.046
O 0.425 -4.271 -0.414 0.089
H -0.894 -3.368 1.625 0.120
C -1.243 1.951 -0.207 -0.088
```

Multiplicity: 1
E_HOMO, eV: -3.02
Net charge: -1
Energy above the lowest of the compared OMol25 structures with the same formula, charge and spin, kJ/mol: 0.00


4.
DFT (wB97M-V/def2-TZVPD) results for C20H24IrN5O9 as an isolated structure.

XYZ file:
```
59
Properties=species:S:1:pos:R:3:lowdin_charge:R:1
N -1.530 0.283 -0.375 -0.093
H 3.069 2.490 2.907 0.122
C 0.191 1.236 2.952 -0.244
O 1.485 -5.652 -3.587 0.154
H -0.059 1.723 -3.999 0.137
C 1.272 -5.185 0.076 0.065
O -0.622 -1.382 1.812 -0.215
H -2.508 -0.115 1.401 0.106
H 3.105 0.205 2.302 0.168
O 0.234 1.583 1.559 -0.080
O 2.177 -6.973 -1.943 0.141
C -0.262 3.454 -2.719 -0.138
N 0.730 -4.134 0.699 0.093
C 1.041 -0.050 3.021 -0.077
H 1.048 -4.783 -3.725 0.080
C -3.261 2.511 -0.655 -0.115
O 2.522 -1.908 0.948 0.160
H 0.227 3.865 -1.834 0.127
C 1.640 -5.966 -2.309 -0.484
O 0.364 -2.264 3.576 0.133
H -2.162 4.279 -2.121 0.129
O -0.574 -1.792 -2.123 -0.158
N 0.264 -3.260 -0.190 -0.087
H 0.321 3.244 3.743 0.119
C 0.032 -2.891 -2.526 -0.498
C 0.968 2.380 3.610 -0.082
C 0.509 -3.747 -1.401 -0.112
H 0.481 0.377 -1.761 0.098
C -1.235 1.276 -1.272 -0.295
C 1.665 1.646 1.450 -0.249
H -4.043 1.893 1.247 0.133
O 1.187 -0.522 -0.206 -0.195
H -0.082 4.132 -3.551 0.130
O 0.166 -3.210 -3.682 0.133
C 0.249 -1.329 2.828 -0.538
C 1.149 -4.982 -1.292 -0.010
C -2.731 0.393 0.462 -0.178
H 1.708 -6.013 0.610 0.160
C 2.057 2.653 2.541 -0.080
H -2.283 3.060 -3.389 0.143
N -2.034 2.331 -1.435 -0.002
C -3.110 1.840 0.690 -0.136
H -3.413 3.583 -0.542 0.131
H -2.330 2.341 1.268 0.120
H 1.383 2.084 -3.051 0.135
C 0.295 2.081 -3.029 -0.126
H 1.534 -0.156 3.984 0.163
C -1.753 3.333 -2.472 -0.111
H -0.841 1.116 3.273 0.163
N -0.126 1.151 -1.988 0.122
H -4.114 2.109 -1.209 0.141
H 0.695 -3.918 1.690 0.166
H 1.373 2.106 4.583 0.123
Ir -0.552 -1.378 -0.160 1.676
H 1.996 3.670 2.161 0.117
C 2.098 0.241 1.894 -0.081
H 1.946 1.915 0.435 0.157
C 2.001 -0.835 0.848 -0.497
H -3.555 -0.140 -0.024 0.136
```

Multiplicity: 2
E_HOMO (alpha / beta), eV: -12.72 / -12.80
Net charge: +1
Energy above the lowest of the compared OMol25 structures with the same formula, charge and spin, kJ/mol: 115.59


Taking the records one at a time from the top gives total energy values of -119787.199; -11721.047; -42764.794; -49841.352 eV.